Entry 1:
ORCA calculation (ωB97M-V/def2-TZVPD) on a structure of composition C30H46ClCsNO7PS in a non-equilibrium geometry.

Its largest force on an atom is 1.6 eV Å⁻¹. For the HOMO energy, the calculation gives -2.30 eV. As for the energy relative to the best compared isomer or geometry (same formula, charge and spin): 40.6 kcal per mole. The value obtained for the orbital gap is 0.2261 Ha. The molecular weight comes out at 764.1 g/mol.

```
! RIJCOSX wB97M-V def2-TZVPD def2/J DEFGRID3
* xyz -2 1
Cs 2.11359 2.40052 0.57480
C 4.50767 -4.11009 -0.53804
C 4.28556 -2.67123 -1.01004
C 5.22385 -1.71453 -0.27585
C 2.83624 -2.26379 -0.85921
C 2.20561 -2.26584 0.37456
C 0.85652 -1.97751 0.49552
C 0.21277 -2.20340 1.84761
C -0.20457 -3.67094 2.00529
C 1.10579 -1.78851 3.01674
C 0.09598 -1.60920 -0.63561
C 0.72417 -1.58271 -1.89422
C 2.08018 -1.91583 -1.95855
C 0.13399 -1.27844 -3.27961
C 0.76989 0.00507 -3.84005
C -1.37696 -1.14970 -3.44630
C -1.41119 -1.53190 -0.51060
C -2.05819 -2.72196 -0.86611
C -3.43382 -2.85810 -0.85929
C -4.20978 -1.77085 -0.48965
C -3.58234 -0.59844 -0.10170
C -2.19201 -0.44315 -0.07399
P -1.44403 1.16937 0.51695
C -2.25576 2.51379 -0.56628
C -1.40887 3.79376 -0.41617
C -2.13366 2.05657 -2.02114
C -3.71697 2.91204 -0.31879
C -2.13916 1.39524 2.29262
C -1.27689 0.53973 3.22789
C -1.90261 2.85450 2.70345
C -3.59726 1.03839 2.59433
H 5.53873 -4.42312 -0.72306
H 3.83616 -4.80295 -1.04950
H 4.32196 -4.19354 0.53512
H 4.51701 -2.62894 -2.08007
H 5.01853 -1.70355 0.79609
H 5.10281 -0.69305 -0.63626
H 6.26637 -2.01379 -0.41882
H 2.77164 -2.50237 1.26724
H -0.69379 -1.60525 1.87461
H 0.67773 -4.31557 1.95886
H -0.89716 -3.98405 1.22484
H -0.68783 -3.82739 2.97459
H 1.89774 -2.52175 3.19065
H 0.51508 -1.73352 3.93450
H 1.59584 -0.82887 2.83996
H 2.55611 -1.92653 -2.93450
H 0.45137 -2.12084 -3.90737
H 0.37033 0.88744 -3.33311
H 0.53559 0.10616 -4.90221
H 1.85290 0.02531 -3.72184
H -1.78362 -0.42849 -2.74353
H -1.91147 -2.09041 -3.32263
H -1.58280 -0.76542 -4.44787
H -1.43744 -3.55295 -1.18097
H -3.89024 -3.79558 -1.15512
H -5.29191 -1.82987 -0.49043
H -4.20141 0.22645 0.20233
H -0.35082 3.67313 -0.64603
H -1.47317 4.22926 0.57772
H -1.79088 4.53626 -1.12405
H -1.09992 1.83365 -2.29593
H -2.45078 2.87353 -2.67621
H -2.77838 1.19881 -2.22305
H -3.90079 3.26551 0.69408
H -4.42149 2.11348 -0.54810
H -3.95213 3.73932 -0.99631
H -0.21249 0.61852 3.00136
H -1.56279 -0.50980 3.18717
H -1.42924 0.87678 4.25861
H -0.88308 3.18505 2.50991
H -2.07808 2.93963 3.78115
H -2.58022 3.54622 2.20862
H -3.79674 -0.02133 2.43363
H -4.31164 1.61891 2.01257
H -3.78614 1.25138 3.65320
O 0.90585 4.50814 2.17717
Cl 1.89999 5.32695 1.50311
O 3.21172 4.91053 1.94970
O 1.68073 6.71229 1.81121
O 1.79719 5.09567 0.08236
O 4.54478 -0.72453 2.86894
C 4.28401 -0.05930 1.85570
O 3.16239 0.25894 1.37843
H 5.16497 0.31531 1.26575
O -0.15842 3.01801 -5.09204
S 0.95952 3.39562 -4.17752
N 1.15007 2.76364 -2.87121
*
```

***

Entry 2:
ORCA calculation (ωB97M-V/def2-TZVPD) on a structure of composition C30H46HoO2P2 in a non-equilibrium geometry.

Its largest force on an atom is 9.5 eV Å⁻¹. For the HOMO energy (spin up / spin down), the calculation gives -10.67 / -10.67 eV. As for the energy relative to the best compared isomer or geometry (same formula, charge and spin): 33.6 kcal per mole. The value obtained for the orbital gap (spin up / spin down) is 0.2127 / 0.2164 Ha. The molecular weight comes out at 665.6 g/mol.

```
! RIJCOSX wB97M-V def2-TZVPD def2/J DEFGRID3
* xyz 1 5
Ho -0.47780 -0.42424 1.43550
C -2.07320 -1.12984 2.92410
C -1.67400 -2.18994 2.02940
C 0.18540 -1.55914 3.25510
C -0.92950 -0.69714 3.64070
C -0.27310 -2.47964 2.27840
C -3.47390 -0.64344 3.12240
H -4.07300 -0.74774 2.21390
H -3.49680 0.40466 3.43270
H -3.96080 -1.23394 3.90950
C -0.86380 0.36026 4.69620
H -1.74500 1.00646 4.66610
H 0.02410 0.98286 4.54830
H -0.80870 -0.09284 5.69510
C 1.53300 -1.55554 3.90040
H 1.48200 -2.10664 4.84960
H 1.86730 -0.53574 4.09980
H 2.28050 -2.03774 3.26600
C 0.49980 -3.63484 1.72160
H 0.38440 -4.51594 2.36670
H 1.56630 -3.40524 1.65640
H 0.15040 -3.91544 0.72420
C -2.60110 -3.05804 1.23420
H -2.88590 -3.94174 1.82090
H -2.13380 -3.41234 0.31150
H -3.51850 -2.52884 0.96720
C -1.01890 1.48926 0.44290
C -2.14450 0.65316 0.46900
C -2.68110 -0.08854 -0.73830
C -1.56170 -0.81434 -1.50200
C -0.44870 -1.27404 -0.56400
C 0.74880 -0.54834 -0.35790
C 1.00430 0.80586 -0.98060
C -0.18340 1.78306 -0.79300
H -3.22270 0.60836 -1.39730
H -1.14070 -0.16444 -2.27570
H -3.42000 -0.82054 -0.39550
H -0.83080 1.77346 -1.67740
H -0.93910 2.22176 1.23860
H -2.88420 0.86696 1.23610
H 0.20890 2.80026 -0.70690
H 1.88840 1.23076 -0.50170
H 1.64420 -1.11114 -0.10060
H 1.23310 0.69286 -2.05200
H -1.97420 -1.68454 -2.02440
H -0.38370 -2.35174 -0.44520
P -0.73100 0.96276 -5.11180
C -0.78070 2.81826 -5.09640
C -2.11180 0.63476 -6.30350
P 1.61870 -0.86774 -5.91290
C 0.71230 0.72196 -6.26590
C 1.07010 -1.84614 -7.39200
C 3.30830 -0.37144 -6.49030
H 0.08410 3.20336 -4.54680
H -1.68540 3.15156 -4.57710
H -0.77650 3.23856 -6.10950
H -2.02710 1.24946 -7.20810
H -3.07000 0.84446 -5.81770
H -2.09380 -0.42094 -6.58970
H 3.29080 0.03246 -7.51010
H 3.97310 -1.24064 -6.46200
H 3.70760 0.39026 -5.81430
H 1.39300 1.57706 -6.15270
H 0.36230 0.69736 -7.30720
H 1.63780 -2.78154 -7.43780
H 1.21710 -1.29424 -8.32830
H 0.01020 -2.10044 -7.29030
O 3.06640 2.22846 2.01480
C 2.07430 1.85046 2.78590
O 1.15100 1.02226 2.27270
C 2.22640 2.03676 4.26420
C 3.22970 1.32916 4.95840
C 3.30860 1.38406 6.35590
C 2.41030 2.17006 7.07870
C 1.44200 2.91776 6.40450
C 1.35060 2.85906 5.00520
H 3.91670 0.68576 4.42330
H 4.05410 0.79966 6.88230
H 2.46320 2.19616 8.16150
H 0.74770 3.52516 6.97190
H 0.57150 3.41946 4.50550
*
```